Here is a 12-piece molecular cluster, C44H76O36 overall in a non-equilibrium geometry from OMol25. Energies are from ωB97M-V with the def2-TZVPD basis set.

Results
Spin multiplicity ... 1
Net charge ... 0
Structure (SMILES) ... C[C@H]1COC(=O)O1.C[C@H]1COC(=O)O1.C[C@H]1COC(=O)O1.CCOC(=O)OC.CCOC(=O)OC.CCOC(=O)OC.CCOC(=O)OC.CCOC(=O)OC.COC(=O)OC.O=C1OCCO1.O=C1OCCO1.O=C1OCCO1
Orbital gap ... 0.388 hartree
LUMO energy ... -0.002 hartree

```
156
Properties=species:S:1:pos:R:3:lowdin_charge:R:1
C 5.13690 5.31643 -5.52590 -0.102
C 4.90427 5.06569 -4.11609 -0.135
O 5.37473 6.14096 -3.35010 0.124
C 6.00241 6.90904 -4.11426 -0.664
O 6.63407 7.83403 -3.68863 0.148
O 5.97403 6.49790 -5.40333 0.065
H 4.29573 5.65908 -6.12850 0.134
H 5.70479 4.58309 -6.09846 0.138
H 5.53341 4.24788 -3.76472 0.147
H 3.83497 4.98601 -3.92020 0.144
C -0.70694 -6.07157 8.74981 -0.125
C -1.83088 -5.09868 8.50653 -0.153
O -1.73899 -4.96348 7.14356 0.069
C -1.05727 -5.98068 6.58542 -0.551
O -0.74420 -6.02228 5.38036 0.109
O -0.47839 -6.66582 7.51315 0.102
H -0.95726 -6.90813 9.40221 0.139
H 0.12228 -5.46953 9.12135 0.138
H -1.64845 -4.16948 9.04636 0.137
H -2.82513 -5.48348 8.73347 0.134
C 6.39483 5.85286 1.75913 -0.096
C 7.85305 5.78409 1.34067 -0.150
O 8.60272 6.37121 2.34071 0.085
C 7.84499 6.55303 3.41175 -0.579
O 8.28535 6.92311 4.47129 0.149
O 6.56158 6.45234 3.05119 0.070
H 5.89568 4.89078 1.87465 0.128
H 5.78228 6.41086 1.05096 0.128
H 7.97803 6.20505 0.34304 0.135
H 8.13516 4.73123 1.34327 0.129
C 0.73022 -8.30846 -2.79706 -0.026
C 0.50304 -7.44483 -1.57190 -0.311
C 0.97506 -5.95864 -1.74278 -0.089
O -0.21848 -5.30129 -1.38921 0.042
C -1.18583 -6.14550 -0.87762 -0.514
O -2.29058 -5.85142 -0.46539 0.137
O -0.87118 -7.39971 -1.19631 0.101
H 1.79270 -8.33594 -3.03888 0.088
H 0.37401 -7.65861 -3.59637 0.083
H 0.27904 -9.29506 -2.90270 0.090
H 1.09124 -7.89594 -0.77276 0.143
H 1.24602 -5.74996 -2.77773 0.126
H 1.80941 -5.60919 -1.13463 0.130
C -0.06825 -0.23557 -9.34921 -0.025
C 1.40783 -0.50321 -9.53713 -0.321
C 2.37975 0.71381 -9.84608 -0.116
O 3.39828 0.57416 -8.93487 0.066
C 3.02308 -0.36296 -7.99830 -0.534
O 3.69406 -0.65960 -7.05624 0.161
O 1.92769 -1.01292 -8.37616 0.104
H -0.60689 -1.13611 -9.05428 0.086
H -0.64622 0.11310 -10.20505 0.085
H -0.31362 0.48242 -8.56666 0.087
H 1.55527 -1.23154 -10.33455 0.151
H 1.94220 1.70762 -9.75129 0.128
H 2.73233 0.67824 -10.87687 0.128
C -4.59149 -0.94924 -5.28942 -0.034
C -4.02705 -1.98033 -4.38292 -0.286
C -4.92564 -3.20554 -4.00278 -0.070
O -4.13654 -4.35664 -4.34017 0.060
C -3.11018 -4.02567 -5.15516 -0.510
O -2.35172 -4.80478 -5.75152 0.107
O -3.05085 -2.68031 -5.18333 0.052
H -3.98075 -0.07248 -5.50478 0.087
H -5.43186 -0.50429 -4.75661 0.085
H -4.89477 -1.33563 -6.26247 0.099
H -3.57558 -1.62365 -3.45714 0.153
H -5.84427 -3.18584 -4.58914 0.125
H -5.31725 -3.29102 -2.98916 0.132
C -3.65689 6.78462 3.46943 -0.027
O -3.13558 6.24905 2.24625 -0.031
C -2.02326 6.69833 1.62255 -0.539
O -1.34855 7.72427 1.88875 0.076
O -1.83182 5.81526 0.64367 0.009
C -0.86114 6.20006 -0.32216 -0.050
H -4.29735 6.05183 3.96026 0.088
H -4.23480 7.68214 3.24896 0.099
H -2.79195 6.83993 4.13041 0.098
H -1.48702 6.49149 -1.16563 0.092
H -0.28261 5.38756 -0.76175 0.090
H -0.21000 7.05522 -0.14100 0.096
C -8.29986 -5.88744 -0.13377 -0.040
C -8.76669 -4.85619 0.98362 -0.219
O -7.79366 -4.81232 1.98146 0.015
C -7.33501 -3.66354 2.54748 -0.476
O -7.61987 -2.52394 2.17904 0.103
O -6.61118 -3.96213 3.67451 0.001
C -6.10963 -2.99175 4.43301 -0.129
H -8.96812 -5.74314 -0.98271 0.068
H -8.31958 -6.93486 0.16729 0.069
H -7.26720 -5.59990 -0.33133 0.073
H -9.69558 -5.15092 1.47187 0.121
H -8.97218 -3.91374 0.47605 0.116
H -5.76602 -3.41416 5.37726 0.099
H -6.74991 -2.15179 4.70247 0.100
H -5.23326 -2.57388 3.93759 0.101
C 7.61259 -0.35790 0.43249 -0.039
C 8.44929 -1.20124 1.46406 -0.201
O 9.77722 -0.80462 1.51503 0.037
C 10.11294 0.25417 2.19592 -0.618
O 9.35481 0.91805 2.90603 0.094
O 11.41423 0.34670 2.18443 0.015
C 12.16497 1.36509 2.83513 -0.026
H 7.60873 0.71501 0.62476 0.070
H 6.63567 -0.83217 0.33870 0.070
H 8.00743 -0.37853 -0.58327 0.068
H 8.49771 -2.27828 1.30367 0.125
H 8.09832 -1.08058 2.48893 0.119
H 13.23391 1.15516 2.87254 0.094
H 11.70857 1.54753 3.80802 0.097
H 12.13194 2.30839 2.28998 0.093
C 4.14345 0.55064 5.58213 -0.045
C 3.53871 1.24152 6.86469 -0.195
O 2.20812 1.60444 6.65356 0.033
C 1.18080 0.88897 6.99673 -0.512
O 1.27141 -0.26621 7.48841 0.067
O 0.04409 1.68441 6.82943 -0.021
C -1.21261 1.24189 7.39618 -0.050
H 5.22632 0.59554 5.69830 0.070
H 3.88683 1.19160 4.73868 0.073
H 3.82550 -0.46933 5.36617 0.073
H 4.09695 2.16355 7.02694 0.125
H 3.64134 0.55051 7.70140 0.120
H -1.84190 2.12772 7.48215 0.087
H -1.15118 0.73531 8.35936 0.091
H -1.80128 0.61679 6.72476 0.085
C -0.63722 -1.39251 2.30951 -0.061
C -0.96638 -0.24328 1.40325 -0.231
O 0.13214 0.62709 1.27392 0.060
C 1.01020 0.61174 0.29659 -0.587
O 1.94304 1.33542 0.31298 0.151
O 0.77789 -0.33583 -0.70024 -0.054
C 1.57007 -0.29679 -1.89234 -0.040
H -1.36016 -2.20777 2.28099 0.085
H -0.44587 -1.12321 3.34824 0.076
H 0.32698 -1.85727 2.10357 0.079
H -1.83883 0.23124 1.85243 0.121
H -1.39725 -0.50774 0.43757 0.121
H 1.27292 -1.09169 -2.57641 0.090
H 2.62478 -0.44807 -1.66258 0.095
H 1.28831 0.64572 -2.36181 0.096
C -5.85852 1.79887 -1.08359 -0.036
C -6.99054 2.87390 -0.77212 -0.171
O -8.21766 2.46614 -1.35086 0.026
C -8.61546 2.95426 -2.50694 -0.587
O -8.04669 3.81706 -3.18873 0.091
O -9.82133 2.45936 -2.73491 -0.016
C -10.50694 2.59556 -3.94553 -0.041
H -5.69748 1.07663 -0.28325 0.067
H -4.94155 2.36758 -1.23797 0.064
H -6.05559 1.35960 -2.06150 0.065
H -6.69049 3.82345 -1.21531 0.113
H -7.18526 2.97155 0.29588 0.122
H -9.77217 2.24200 -4.66886 0.109
H -10.98054 3.57278 -4.03967 0.099
H -11.40257 2.00105 -3.76527 0.096
```